{"formula": "C4H5BrN", "method": "ωB97M-V/def2-TZVPD", "homo_lumo_gap_ev": 8.9, "total_charge": 1, "lumo_ev": -5.8310, "de_lowest_ev": 2.986, "species": ["C", "C", "C", "C", "N", "Br", "H", "H", "H", "H", "H"], "xyz": [[-1.8137, 1.3326, -0.5769], [-1.2880, 0.2479, 0.0481], [-0.9212, 2.0102, 0.1738], [1.0161, 0.5950, 0.8996], [-0.0538, 0.8807, 0.3575], [1.6028, -1.5295, -1.5923], [-2.7013, 1.5879, -1.1251], [-1.9487, -0.4760, 0.5747], [2.0751, -2.2407, -2.6372], [1.6047, 1.4473, 1.1873], [1.3262, -0.3724, 1.1434]], "forces_ev_per_angstrom": [[-0.947, -0.140, -2.566], [-1.441, -1.328, 0.217], [1.078, 2.838, 1.447], [1.881, 1.527, 0.995], [-2.546, -1.539, -0.412], [-0.789, 1.147, 1.664], [-0.147, -0.024, 0.121], [1.389, 0.027, 0.209], [0.774, -1.165, -1.706], [0.528, 0.178, -0.020], [0.220, -1.521, 0.051]]}

=====

{"formula": "C4H5BrN2OS", "method": "ωB97M-V/def2-TZVPD", "homo_lumo_gap_ev": [5.9, 5.9], "lumo_ev": [-1.0244, -1.0242], "de_lowest_ev": 0.662, "species": ["C", "C", "C", "C", "N", "N", "O", "S", "Br", "H", "H", "H", "H", "H"], "xyz": [[-0.4476, -0.2970, 0.7973], [0.1742, 0.2932, -0.3092], [-2.1799, -1.6754, -0.2716], [1.3266, 1.2414, -0.0963], [-1.5481, -1.1547, 0.7155], [-0.1990, -0.2046, -1.5077], [1.7128, 1.4555, 1.2281], [-3.0249, -2.5909, -1.1905], [0.5221, 0.4641, -3.0716], [-0.3329, -0.0449, 1.8057], [0.9336, 2.1693, -0.6061], [2.4089, 0.8929, -0.6071], [-1.7540, -1.4071, 1.6091], [2.4082, 0.8583, 1.5043]], "forces_ev_per_angstrom": [[0.050, 0.545, -0.800], [0.137, -2.370, -1.358], [0.105, -0.123, 0.279], [2.568, -0.249, -1.941], [1.168, 0.902, -3.953], [-0.602, 0.262, 2.079], [-0.897, 0.869, 0.942], [0.333, 0.420, 0.143], [0.278, 0.298, 0.045], [0.743, 0.722, 0.970], [1.065, -0.420, 0.765], [-3.384, 0.685, 0.302], [-1.517, -1.347, 2.810], [-0.047, -0.193, -0.284]]}

=====

{"formula": "C4H5BrO2", "method": "ωB97M-V/def2-TZVPD", "s_squared": 2.0134, "homo_lumo_gap_ev": [9.1, 6.9], "spin_multiplicity": 3, "lumo_ev": [0.7291, -2.9476], "de_lowest_ev": 0.274, "species": ["C", "C", "C", "C", "O", "O", "Br", "H", "H", "H", "H", "H"], "xyz": [[-0.5095, -0.7353, -0.7237], [0.3179, 1.4637, 0.6080], [-0.3970, 0.7523, -0.6011], [0.0859, -1.6056, 0.3617], [-1.0438, -1.1774, -1.7076], [1.4797, 1.1485, 0.0125], [-0.7722, 1.6860, -2.0943], [0.0217, 2.4837, 0.6133], [0.2373, 1.1890, 1.7079], [-0.0604, -2.6846, 0.1548], [-0.4816, -1.3219, 1.2441], [1.1220, -1.1983, 0.4243]], "forces_ev_per_angstrom": [[-0.108, 0.799, 0.358], [-0.031, -1.131, -0.113], [-1.936, -1.840, 1.346], [-0.008, 0.972, -0.423], [-0.388, -0.656, -0.877], [2.883, 1.004, 1.097], [-0.201, 0.736, -0.303], [-0.115, 1.357, -0.688], [-0.336, -0.890, -1.342], [0.436, 0.841, -0.022], [0.275, -0.179, 0.519], [-0.472, -1.013, 0.448]]}

=====

{"formula": "C4H5BrOS", "method": "ωB97M-V/def2-TZVPD", "homo_lumo_gap_ev": 8.9, "lumo_ev": -0.2548, "de_lowest_ev": 0.000, "species": ["C", "C", "C", "C", "O", "S", "Br", "H", "H", "H", "H", "H"], "xyz": [[1.0974, 0.4916, 0.1619], [-2.5830, 0.1940, -0.0036], [-0.0819, 0.3639, -0.4331], [-1.2351, -0.4642, 0.0706], [-4.1443, 2.2193, 0.0457], [-2.7381, 1.8408, 0.0139], [-4.1124, -0.9048, -0.0057], [1.8988, 1.0446, -0.2940], [-0.2404, 0.8132, -1.4057], [1.2928, 0.0565, 1.1282], [-1.2703, -1.3868, -0.5231], [-1.0467, -0.7629, 1.1086]], "forces_ev_per_angstrom": [[-0.522, -0.026, -0.011], [0.151, 1.005, 0.078], [0.080, 0.009, -0.070], [0.225, -0.200, 0.086], [-0.656, 0.618, -0.030], [0.298, -1.843, -0.035], [0.358, 0.324, 0.033], [0.137, 0.122, -0.130], [0.036, 0.094, -0.108], [0.025, -0.119, 0.202], [-0.089, 0.098, 0.082], [-0.042, -0.082, -0.096]]}

=====

{"formula": "C4H5BrSi", "method": "ωB97M-V/def2-TZVPD", "homo_lumo_gap_ev": [7.6, 3.9], "lumo_ev": [-1.6239, -3.5997], "de_lowest_ev": 4.251, "species": ["C", "C", "C", "C", "Si", "Br", "H", "H", "H", "H", "H"], "xyz": [[-0.5943, -0.6250, 0.8721], [0.1856, 0.5895, 1.0794], [-0.7782, -0.9953, -0.4244], [0.7752, 1.0922, -0.0384], [0.3576, -0.0481, -1.5159], [2.1593, 1.5258, -4.9815], [-0.9148, -1.1231, 1.6948], [0.3676, 1.1212, 2.0048], [-1.2926, -2.0064, -0.6066], [1.4226, 2.0508, -0.0489], [0.8619, -0.8958, -2.5825]], "forces_ev_per_angstrom": [[0.701, 1.491, -2.615], [1.054, 1.041, -1.603], [-0.744, -2.483, 0.461], [1.879, 1.222, -0.563], [-1.226, 0.678, 1.632], [-0.200, -0.083, 0.277], [-1.243, -1.654, 2.182], [-0.430, -0.316, 0.258], [0.752, 1.776, 0.069], [-1.268, -1.835, 0.078], [0.726, 0.161, -0.177]]}

=====

{"formula": "C4H5Cl", "method": "ωB97M-V/def2-TZVPD", "homo_lumo_gap_ev": 9.9, "lumo_ev": 0.4407, "de_lowest_ev": 3.469, "species": ["C", "C", "C", "C", "H", "H", "H", "H", "H", "Cl"], "xyz": [[-0.3851, 1.0327, 1.7156], [-0.0350, 0.3944, 0.4033], [-0.2493, -0.1781, -0.6872], [0.3163, -1.1616, -1.7489], [-0.2316, 1.9690, 1.6238], [0.1184, 0.5411, 2.6645], [-1.4893, 1.3446, 2.0700], [-0.3569, -1.9900, -2.0100], [1.3893, -1.5627, -0.9269], [0.9232, -0.3895, -3.1042]], "forces_ev_per_angstrom": [[-1.995, -5.476, 2.356], [-3.162, -1.254, -1.289], [2.229, -0.195, 1.614], [1.718, -0.553, 5.878], [2.865, 6.726, -0.276], [-0.811, 1.143, -2.177], [1.382, -2.280, -1.319], [0.390, 0.350, 0.332], [-3.379, 0.581, -3.052], [0.763, 0.959, -2.068]]}

=====

{"formula": "C4H5Cl2FO", "method": "ωB97M-V/def2-TZVPD", "homo_lumo_gap_ev": 9.7, "lumo_ev": 0.1148, "de_lowest_ev": 1.342, "species": ["C", "C", "C", "C", "O", "F", "Cl", "Cl", "H", "H", "H", "H", "H"], "xyz": [[-2.0703, 0.0136, -0.1613], [1.5388, 0.7687, -0.2930], [0.6361, 0.0860, 0.6814], [-0.2940, -0.9365, 0.0620], [-2.1280, 1.1176, 0.3078], [-0.7046, -1.9330, 0.9464], [-3.1172, -0.5871, -1.3590], [0.0826, -1.6203, -1.4232], [1.9188, 0.1218, -1.0955], [2.4047, 1.0099, 0.3979], [0.9547, 1.6012, -0.7176], [0.9692, -0.4068, 1.5779], [-0.1908, 0.7648, 1.0762]], "forces_ev_per_angstrom": [[3.949, 1.482, 0.627], [1.247, 0.249, 1.237], [-3.790, -0.719, 0.167], [-3.969, 0.763, 1.246], [-0.450, -1.871, -0.364], [0.769, 0.668, -0.414], [-0.633, -0.541, -0.290], [0.285, -0.704, -1.182], [-0.176, 0.191, 0.387], [-0.689, 0.718, -1.470], [0.925, 0.004, 0.109], [1.082, -0.134, 0.168], [1.451, -0.107, -0.220]]}

=====

{"formula": "C4H5Cl2NS", "method": "ωB97M-V/def2-TZVPD", "s_squared": 2.0076, "homo_lumo_gap_ev": [7.6, 7.2], "spin_multiplicity": 3, "lumo_ev": [-0.4792, -1.4416], "de_lowest_ev": 1.633, "species": ["C", "C", "C", "C", "N", "S", "Cl", "Cl", "H", "H", "H", "H", "H"], "xyz": [[1.5198, -1.0773, -1.0059], [0.9972, 1.2063, -0.1061], [1.0201, -0.2721, 0.1374], [-0.2556, -0.9853, 0.4227], [3.8439, 1.5768, -0.7419], [2.8947, 1.9931, 0.2605], [2.7430, -2.2001, -0.9405], [2.1136, -0.3399, 1.6470], [0.7244, 1.4865, -1.1300], [0.4352, 1.8513, 0.5844], [-0.8397, -0.3634, 0.9947], [-0.2124, -1.9310, 0.9862], [-0.8044, -1.1440, -0.5254]], "forces_ev_per_angstrom": [[2.059, 0.011, 0.217], [0.889, 1.764, -0.293], [0.757, -0.251, 0.096], [-1.088, -0.944, -0.324], [1.123, -0.194, -0.924], [-2.335, -0.283, -0.066], [-0.212, -0.002, -0.433], [-0.369, -0.964, 0.067], [0.200, -0.149, 0.115], [-0.214, -0.715, 0.087], [-1.723, 1.503, 1.560], [0.604, 0.245, -0.539], [0.307, -0.021, 0.438]]}

=====

{"formula": "C4H5Cl3N3", "method": "ωB97M-V/def2-TZVPD", "homo_lumo_gap_ev": [6.3, 6.3], "total_charge": 1, "lumo_ev": [-4.6866, -4.6841], "de_lowest_ev": 3.748, "species": ["C", "C", "C", "C", "N", "N", "N", "Cl", "Cl", "Cl", "H", "H", "H", "H", "H"], "xyz": [[0.2666, 0.6840, -1.1991], [0.0379, -0.9599, 1.3179], [-0.6824, -1.3148, 0.1941], [2.1955, -0.0563, -0.2723], [0.6054, -0.5476, 2.2609], [1.4251, 0.9736, -0.6686], [-0.4724, -0.4161, -0.9693], [0.1099, -3.0628, 0.2116], [3.2872, 0.1919, 1.1266], [2.5542, -1.4580, -1.2602], [-0.2850, 1.4982, -1.7720], [-1.7488, -1.4358, 0.3471], [1.3353, -0.0082, 2.7184], [1.7886, 1.9537, -0.7144], [-1.2851, -0.5894, -1.6047]], "forces_ev_per_angstrom": [[-1.786, 2.782, -0.884], [3.125, 2.987, 3.818], [0.941, -0.653, -2.195], [1.583, -1.800, 2.082], [-1.991, -1.121, -1.406], [0.596, 0.301, -0.589], [-2.455, -3.104, -0.288], [-0.833, 0.893, -0.657], [-1.020, 0.155, -1.380], [-0.213, 1.210, 0.227], [1.049, -1.250, 0.669], [-0.029, -0.073, 0.010], [0.189, -0.244, -0.092], [-0.426, -0.873, 0.055], [1.267, 0.790, 0.631]]}